C23H52HoO4P4 as an isolated structure at a distorted geometry, computed with ωB97M-V with the def2-TZVPD basis set.

Energy above the lowest of the compared OMol25 structures with the same formula, charge and spin   61.4 kcal per mole
Kohn-Sham gap (spin up / spin down)   3.738 / 3.587 eV
Net charge   +3
Spin multiplicity   5

XYZ file:
```
84
Properties=species:S:1:pos:R:3:forces:R:3:lowdin_charge:R:1
Ho 1.0299 -0.8374 0.0785 1.2 1.6 -3.7 1.065
P -1.8378 0.0024 0.7408 -1.4 0.4 0.8 0.745
P 1.4294 -2.4356 2.3395 -1.2 -1.1 3.7 0.808
P -0.6652 -2.6866 -1.2103 -0.6 -1.3 -1.2 0.706
H 2.0568 1.1338 -4.1323 -0.4 0.1 -0.1 0.048
C 1.0689 0.9958 -4.5835 -0.6 0.3 0.0 -0.086
C -0.0311 1.6343 -4.1494 0.6 -0.6 0.2 -0.064
H -0.0003 2.2885 -3.2695 0.0 -0.1 -0.4 0.041
C -2.0860 1.6373 1.5317 0.5 0.3 0.0 -0.263
C -2.6851 -1.0301 2.0122 0.3 -0.3 0.0 -0.255
C -3.2051 0.1093 -0.4830 0.3 -0.1 -0.6 -0.246
C 3.1469 -2.9890 2.0425 0.9 0.3 -1.7 -0.169
C 1.5906 -1.4941 3.8947 -0.2 0.1 -0.1 -0.180
C 0.5108 -3.9824 2.6610 -0.2 0.4 -0.5 -0.171
C -1.2532 -2.0585 -2.8327 0.2 0.5 0.1 -0.226
C -2.1648 -3.5577 -0.6002 0.1 0.1 0.4 -0.244
C 0.3120 -4.1360 -1.7709 0.3 0.1 0.2 -0.246
H 1.0257 0.3568 -5.4727 0.0 0.2 0.3 0.068
H -1.0013 1.4940 -4.6359 0.4 0.1 0.1 0.061
H -1.9675 2.4322 0.7857 0.0 -0.1 0.2 0.047
H -1.3471 1.7963 2.3254 -0.2 0.1 -0.1 0.033
H -3.1001 1.6826 1.9517 0.3 -0.1 -0.2 0.070
H -1.9890 -1.2412 2.8319 -0.2 0.0 0.1 0.028
H -3.0331 -1.9797 1.5898 0.1 0.2 0.1 0.036
H -3.5456 -0.4770 2.4126 0.2 -0.2 -0.1 0.072
H -2.8298 0.5884 -1.3948 -0.2 0.0 0.1 0.051
H -4.0154 0.7261 -0.0699 0.3 -0.2 0.0 0.076
H -3.6083 -0.8769 -0.7387 0.1 0.2 0.0 0.035
H 3.4453 -3.5268 2.9569 -0.5 0.2 0.1 0.105
H 3.8639 -2.1741 1.8647 -0.3 -0.1 0.2 0.080
H 3.2377 -3.6777 1.1928 -0.2 0.1 0.1 0.071
H 2.3409 -1.9752 4.5363 -0.2 0.1 -0.2 0.089
H 0.6139 -1.4865 4.3927 0.2 0.0 0.0 0.080
H 1.8773 -0.4451 3.7074 0.0 -0.4 0.0 0.050
H 1.1458 -4.6618 3.2593 -0.3 0.3 -0.3 0.096
H 0.2474 -4.4459 1.6888 0.2 0.1 0.6 0.058
H -0.4127 -3.7093 3.1987 0.3 -0.3 -0.1 0.078
H -1.4115 -2.9146 -3.5030 0.0 0.2 0.2 0.075
H -0.5058 -1.3858 -3.2762 -0.2 -0.2 0.0 0.031
H -2.1919 -1.5032 -2.7106 0.2 -0.1 -0.1 0.045
H -2.3624 -4.4221 -1.2506 0.1 0.3 0.1 0.077
H -3.0467 -2.9059 -0.5994 0.3 -0.2 0.0 0.035
H -1.9936 -3.9203 0.4218 -0.2 0.0 -0.2 0.038
H -0.2827 -4.6817 -2.5171 0.2 0.1 0.3 0.072
H 0.5249 -4.7934 -0.9173 0.0 0.0 -0.2 0.047
H 1.2626 -3.8234 -2.2222 -0.2 -0.1 0.0 0.037
C 3.3109 -1.7274 -2.0056 0.4 -1.1 -1.2 -0.394
C 4.2763 -2.6093 -1.4540 -0.9 0.3 -0.1 -0.027
C 4.8313 -3.6106 -2.2489 0.0 0.1 0.0 -0.052
C 4.4630 -3.7082 -3.5975 0.2 -0.2 0.2 -0.044
C 3.5234 -2.8290 -4.1465 0.1 0.1 -0.1 -0.047
C 2.9638 -1.8208 -3.3730 0.0 -0.2 0.3 -0.022
O 2.6359 -0.8533 -1.2521 -1.5 0.4 1.9 -0.342
H 0.1966 -1.5000 1.8240 1.3 -1.2 0.6 -0.008
H 4.5062 -2.4984 -0.3915 0.2 0.0 -0.4 0.089
H 5.5461 -4.3108 -1.7985 -0.3 0.3 -0.4 0.125
H 4.9241 -4.4694 -4.2279 -0.2 0.2 0.2 0.125
H 3.2407 -2.9342 -5.1961 0.1 0.1 0.3 0.127
H 2.2230 -1.1263 -3.7823 0.3 -0.3 0.2 0.083
C 1.1283 3.0858 4.9154 -0.2 0.1 0.1 -0.056
C 1.9788 2.6190 3.7575 0.4 0.4 0.5 -0.277
O 1.0924 2.0560 2.7536 0.5 -1.4 -2.0 -0.340
P 1.5254 1.7385 1.1809 0.8 5.3 1.2 0.767
O 0.8473 3.0191 0.3864 0.4 -2.6 0.5 -0.330
C 0.9647 4.4353 0.7367 0.2 0.3 0.3 -0.232
C -0.3567 5.0930 0.4362 -0.1 0.0 0.0 -0.054
O 3.1192 2.1170 1.1933 -1.6 -1.2 0.3 -0.303
C 3.8752 2.7721 0.1280 0.5 0.3 0.0 -0.222
C 3.5154 2.3178 -1.2591 -0.1 -0.1 -0.2 -0.077
H 0.4721 3.9124 4.6115 0.1 -0.2 0.1 0.091
H 1.7745 3.4539 5.7212 -0.1 -0.1 -0.2 0.101
H 0.5088 2.2741 5.3144 0.1 0.1 -0.1 0.083
H 2.6880 1.8446 4.0804 -0.1 0.2 -0.2 0.114
H 2.5412 3.4660 3.3401 -0.1 -0.4 0.0 0.120
H 1.2315 4.5511 1.7996 -0.1 -0.2 -0.4 0.118
H 1.7732 4.8622 0.1287 -0.2 -0.2 0.1 0.124
H -1.1473 4.6804 1.0719 0.1 0.1 -0.1 0.076
H -0.2802 6.1644 0.6402 0.0 -0.1 0.0 0.101
H -0.6277 4.9587 -0.6158 0.0 0.0 0.2 0.091
H 3.7569 3.8579 0.2405 -0.1 -0.3 0.1 0.122
H 4.9193 2.5307 0.3541 -0.3 0.0 0.0 0.135
H 2.5017 2.6219 -1.5340 0.1 0.0 0.0 0.069
H 4.2095 2.7856 -1.9636 -0.1 -0.1 0.1 0.108
H 3.5990 1.2327 -1.3587 0.1 0.2 0.0 0.055
```
Forces are in eV/Å.